Molecular formula: C30H40AsN8O2RuS2
Method: DFT, wB97M-V/def2-TZVPD

The geometry in XYZ format:
```
84
C30H40AsN8O2RuS2 (wB97M-V/def2-TZVPD)
Ru -1.025 -0.533 0.658
S -1.066 -0.503 2.899
C 0.499 -0.241 3.548
C 0.606 0.062 4.919
C 1.843 0.362 5.453
C 2.970 0.373 4.637
C 2.875 0.064 3.278
C 1.651 -0.263 2.732
As 1.416 -0.739 0.875
C 2.581 0.482 -0.050
C 3.398 0.028 -1.081
C 4.216 0.928 -1.752
C 4.213 2.268 -1.393
C 3.395 2.717 -0.362
C 2.571 1.830 0.313
C 2.261 -2.461 0.688
C 2.177 -3.107 -0.544
C 2.802 -4.333 -0.729
C 3.501 -4.919 0.319
C 3.585 -4.276 1.547
C 2.972 -3.044 1.733
H -0.285 0.078 5.534
H 1.934 0.604 6.503
H 3.935 0.624 5.058
H 3.764 0.088 2.660
H 3.427 -1.022 -1.348
H 4.866 0.577 -2.542
H 4.861 2.964 -1.908
H 3.404 3.760 -0.076
H 1.932 2.187 1.112
H 1.635 -2.655 -1.367
H 2.755 -4.824 -1.692
H 3.996 -5.870 0.173
H 4.144 -4.726 2.357
H 3.056 -2.549 2.691
N -1.206 -0.073 -1.460
C -0.371 1.119 -1.764
C -0.652 1.782 -3.111
C -2.042 2.367 -3.383
C -2.398 3.667 -2.656
N -1.370 4.699 -2.748
C -1.360 5.730 -3.582
N -0.468 6.706 -3.409
N -2.222 5.810 -4.595
C -0.379 2.042 -0.544
O -0.207 3.241 -0.650
O -0.532 1.439 0.600
H -0.957 -0.841 -2.077
H -2.187 0.136 -1.640
H 0.666 0.763 -1.794
H -0.450 1.038 -3.885
H 0.105 2.556 -3.246
H -2.835 1.644 -3.166
H -2.105 2.535 -4.461
H -2.545 3.493 -1.592
H -3.344 4.061 -3.029
H -0.640 4.612 -2.047
H 0.073 6.768 -2.563
H -0.364 7.447 -4.081
H -2.811 5.038 -4.848
H -2.287 6.643 -5.156
C -4.270 -2.075 1.683
C -4.189 -0.672 1.194
N -3.121 -0.001 0.772
C -3.551 1.280 0.456
C -4.883 1.369 0.676
N -5.263 0.135 1.136
H -3.372 -2.338 2.238
H -4.381 -2.778 0.858
H -5.127 -2.186 2.346
H -2.863 2.055 0.173
H -5.574 2.186 0.572
H -6.199 -0.133 1.400
C -0.295 -6.424 1.017
N -0.779 -5.207 0.371
C -0.743 -4.012 0.918
N -0.245 -3.847 2.134
S -1.466 -2.703 0.015
H -0.389 -7.246 0.315
H -0.884 -6.652 1.906
H 0.760 -6.318 1.278
H -1.204 -5.279 -0.541
H 0.234 -4.592 2.616
H -0.177 -2.918 2.514
```

Properties
Multiplicity ... 1
E_HOMO (spin up / spin down) ... -15.72 / -15.72 eV
Charge ... +3

---

Molecular formula: C20H47B3O9
Method: DFT, wB97M-V/def2-TZVPD

The geometry in XYZ format:
```
79
C20H47B3O9 (wB97M-V/def2-TZVPD)
C 5.615 -0.386 -0.350
C 4.606 0.698 0.006
C 4.653 1.878 -0.964
O 3.418 2.563 -1.061
C 2.455 1.883 -1.875
B 1.119 1.834 -1.044
O 0.531 0.611 -0.734
B -0.008 0.584 0.533
O -0.808 1.637 0.909
B -0.485 2.897 0.406
C -1.218 4.166 0.933
C -2.626 3.873 1.460
C -3.580 3.357 0.374
C -4.534 2.273 0.877
C -5.787 2.197 0.029
O -6.740 1.254 0.540
C -6.448 -0.072 0.348
C -6.656 -0.562 -1.063
O -6.117 -0.769 1.257
O 0.531 2.972 -0.539
H 5.676 -1.143 0.432
H 6.617 0.028 -0.485
H 5.331 -0.890 -1.276
H 3.596 0.278 -0.011
H 4.776 1.058 1.024
H 5.371 2.627 -0.627
H 4.971 1.533 -1.958
H 2.353 2.409 -2.833
H 2.777 0.861 -2.098
H 0.290 -0.268 1.308
H -1.238 4.951 0.172
H -0.606 4.552 1.759
H -2.577 3.166 2.289
H -3.035 4.790 1.889
H -4.160 4.188 -0.040
H -3.001 2.952 -0.464
H -4.813 2.461 1.917
H -4.017 1.310 0.849
H -5.530 1.939 -1.005
H -6.310 3.152 0.017
H -7.628 -0.231 -1.427
H -6.587 -1.646 -1.082
H -5.894 -0.147 -1.724
C 0.166 -2.574 -4.859
C 0.946 -2.586 -3.555
C 0.101 -3.075 -2.392
O 1.490 -1.295 -3.277
H -0.691 -1.898 -4.779
H 0.795 -2.230 -5.679
H -0.210 -3.570 -5.099
H 1.817 -3.235 -3.662
H -0.755 -2.412 -2.233
H 0.690 -3.083 -1.474
H -0.263 -4.086 -2.574
H 0.754 -0.687 -3.148
C -0.978 2.338 5.698
C -0.398 3.043 4.484
C 1.115 3.168 4.562
O -1.004 4.324 4.303
H -0.753 2.905 6.606
H -2.061 2.253 5.610
H -0.558 1.338 5.811
H -0.667 2.487 3.582
H 1.401 3.758 5.437
H 1.506 3.667 3.675
H 1.586 2.188 4.647
H -0.808 4.866 5.076
C 3.882 -6.232 -1.701
C 2.471 -5.896 -1.245
C 2.062 -6.692 -0.017
O 1.537 -6.087 -2.307
H 3.949 -7.290 -1.970
H 4.152 -5.641 -2.575
H 4.608 -6.038 -0.910
H 2.410 -4.829 -1.021
H 2.078 -7.763 -0.239
H 1.053 -6.424 0.293
H 2.743 -6.510 0.815
H 1.548 -7.019 -2.554
```

Properties
Multiplicity ... 1
E_HOMO ... -9.47 eV
Structure (SMILES) ... CCCOCB1OBOB(CCCCCOC(C)=O)O1.CC(C)O.CC(C)O.CC(C)O

---

Molecular formula: C32H27Cl2EuN7O3
Method: DFT, wB97M-V/def2-TZVPD

The geometry in XYZ format:
```
72
C32H27Cl2EuN7O3 (wB97M-V/def2-TZVPD)
Eu -0.421 0.387 0.467
Cl -1.744 5.030 5.741
C -1.532 4.368 4.145
C -0.856 3.169 3.998
C -0.634 2.606 2.738
N 0.046 1.410 2.517
C 0.426 0.594 3.499
O 0.240 0.658 4.726
C 1.286 -0.551 2.980
C 1.644 -1.571 3.858
C 2.556 -2.529 3.460
C 3.123 -2.411 2.202
C 2.701 -1.373 1.385
N 1.774 -0.478 1.730
C -1.095 3.312 1.582
C -1.795 4.507 1.766
C -2.019 5.028 3.029
Cl -2.925 6.504 3.182
N -0.951 2.708 0.330
C -1.132 3.389 -0.806
O -1.111 4.608 -1.018
C -1.444 2.471 -1.983
C -1.717 3.036 -3.226
C -2.125 2.216 -4.261
C -2.255 0.855 -4.024
C -1.950 0.375 -2.762
N -1.554 1.158 -1.762
H -0.498 2.650 4.873
H 1.199 -1.562 4.843
H 2.829 -3.342 4.123
H 3.865 -3.107 1.834
H 3.137 -1.266 0.404
H -2.170 5.039 0.907
H -1.608 4.105 -3.333
H -2.348 2.626 -5.239
H -2.583 0.175 -4.800
H -2.009 -0.684 -2.536
N -5.840 2.691 0.232
C -5.168 1.760 0.420
N -4.533 0.644 0.590
C -3.392 0.206 0.912
N -2.428 -0.419 1.183
C -0.440 -3.254 1.309
C -0.287 -3.749 -0.137
C -1.548 -3.427 -0.952
C 0.998 -3.244 -0.774
C 2.061 -4.121 -0.929
C 3.249 -3.735 -1.537
C 3.361 -2.438 -2.020
C 2.337 -1.514 -1.867
C 2.519 -0.113 -2.424
C 2.327 1.026 -1.409
C 1.590 0.103 -3.628
C 1.135 -1.894 -1.204
O 0.193 -1.018 -1.006
H -1.374 -3.617 1.746
H -0.462 -2.164 1.344
H 0.393 -3.600 1.923
H -0.204 -4.842 -0.098
H -1.834 -2.389 -0.816
H -2.380 -4.056 -0.623
H -1.374 -3.608 -2.016
H 1.958 -5.140 -0.566
H 4.063 -4.442 -1.658
H 4.275 -2.135 -2.523
H 3.554 -0.051 -2.779
H 1.274 1.141 -1.153
H 2.662 1.967 -1.852
H 2.898 0.856 -0.496
H 0.564 -0.092 -3.322
H 1.847 -0.579 -4.442
H 1.657 1.132 -3.992
```

Properties
Multiplicity ... 8
E_HOMO (spin up / spin down) ... 1.04 / -2.13 eV
Charge ... -2

---

Molecular formula: C35H37N2O7S5W
Method: DFT, wB97M-V/def2-TZVPD

The geometry in XYZ format:
```
87
C35H37N2O7S5W (wB97M-V/def2-TZVPD)
W 1.680 0.119 0.141
O 4.714 0.431 -0.713
C 3.414 0.745 -0.869
O 2.605 -0.142 -1.535
C 3.156 2.181 -1.236
O 1.747 2.295 -0.923
C 1.427 3.298 0.034
C 1.902 2.813 1.398
O 2.308 3.475 2.289
O 1.758 1.445 1.467
H 4.828 -0.524 -0.599
H 3.311 2.379 -2.297
H 3.755 2.862 -0.632
H 0.340 3.395 0.028
H 1.894 4.250 -0.213
C 1.355 -0.521 4.676
C 0.330 0.155 3.795
C 0.114 1.529 3.932
C 0.804 2.310 5.025
C -0.757 2.193 3.056
C -0.975 3.684 3.160
C -1.468 1.483 2.083
C -2.474 2.233 1.248
C -1.295 0.094 1.980
C -2.205 -0.738 1.102
C -0.397 -0.570 2.836
C -0.385 -2.085 2.819
H 2.256 0.086 4.753
H 1.659 -1.488 4.286
H 0.980 -0.674 5.691
H 0.085 2.907 5.585
H 1.549 2.995 4.613
H 1.306 1.670 5.743
H -0.738 4.189 2.219
H -0.363 4.143 3.928
H -2.019 3.922 3.375
H -3.303 2.580 1.870
H -2.902 1.631 0.454
H -2.041 3.123 0.787
H -2.565 -0.209 0.225
H -3.089 -1.040 1.672
H -1.730 -1.658 0.765
H -1.404 -2.461 2.933
H 0.197 -2.503 3.632
H 0.000 -2.501 1.884
O 0.687 -1.766 -0.584
C -0.142 -1.061 -1.227
N -1.017 -1.353 -2.167
C -1.578 -0.113 -2.743
C -0.911 0.960 -1.827
O -1.061 2.144 -1.883
N -0.063 0.269 -0.963
C -1.041 0.124 -4.157
C 0.170 -0.430 -4.560
C 0.679 -0.154 -5.822
C -0.013 0.685 -6.681
C -1.216 1.248 -6.275
C -1.730 0.971 -5.018
C -3.099 -0.123 -2.668
C -3.765 -1.266 -3.106
C -5.147 -1.333 -3.074
C -5.883 -0.248 -2.614
C -5.227 0.900 -2.202
C -3.839 0.966 -2.231
H -1.167 -2.278 -2.535
H 0.729 -1.082 -3.901
H 1.615 -0.599 -6.130
H 0.380 0.897 -7.665
H -1.759 1.903 -6.943
H -2.671 1.407 -4.709
H -3.209 -2.111 -3.496
H -5.651 -2.228 -3.415
H -6.964 -0.297 -2.590
H -5.794 1.755 -1.858
H -3.340 1.877 -1.933
C 3.729 -5.361 3.730
S 2.523 -4.184 3.074
C 3.044 -4.053 1.412
C 3.051 -2.896 0.723
S 2.813 -1.344 1.527
S 3.564 -2.976 -0.947
C 3.957 -4.674 -0.967
S 4.581 -5.442 -2.248
S 3.537 -5.471 0.527
H 3.528 -5.407 4.799
H 4.744 -5.007 3.570
H 3.591 -6.353 3.307
```

Properties
Multiplicity ... 1
E_HOMO (spin up / spin down) ... -10.53 / -10.53 eV
Charge ... +1

---

Molecular formula: C6H10ClNO2S
Method: DFT, wB97M-V/def2-TZVPD

The geometry in XYZ format:
```
21
C6H10ClNO2S (wB97M-V/def2-TZVPD)
O -3.618 -0.638 0.168
N -2.572 -1.139 -0.282
O -2.565 -1.944 -1.222
C -1.294 -0.690 0.347
C -0.985 0.788 -0.010
C 0.265 1.249 0.713
C 1.467 0.604 0.014
C 1.409 -0.982 0.101
Cl 2.664 -1.855 -0.879
C 0.032 -1.590 -0.343
S -0.093 -3.305 0.191
H -1.209 -0.801 1.456
H -1.940 1.178 0.360
H -0.994 0.916 -1.026
H 0.292 2.310 0.692
H 0.104 0.779 1.758
H 1.433 0.812 -1.054
H 2.327 0.938 0.440
H 1.676 -1.340 1.180
H -0.208 -1.570 -1.367
H 0.836 -3.365 1.101
```

Properties
Multiplicity ... 1
E_HOMO ... -9.18 eV
Structure (SMILES) ... O=[N+]([O-])[C@@H]1CCC[C@H](Cl)[C@H]1S

---

Molecular formula: C26H32GeI2N2OTeV
Method: DFT, wB97M-V/def2-TZVPD

The geometry in XYZ format:
```
66
C26H32GeI2N2OTeV (wB97M-V/def2-TZVPD)
V 0.971 0.014 -0.315
I 7.720 0.451 2.838
C 5.944 0.620 1.772
C 5.960 1.152 0.489
C 4.767 1.276 -0.201
I 4.741 2.096 -2.113
C 3.576 0.837 0.357
O 2.402 0.913 -0.369
C 3.563 0.286 1.637
C 2.337 -0.347 2.273
N 1.006 0.159 1.797
C 0.702 1.548 2.263
C 0.477 2.513 1.134
C 0.779 3.851 1.245
C 0.484 4.688 0.179
C -0.078 4.155 -0.968
C -0.325 2.798 -1.012
N -0.064 1.987 0.022
C 4.757 0.200 2.342
H 6.886 1.475 0.035
H 2.404 -0.229 3.353
H 2.352 -1.409 2.048
H 0.301 -0.464 2.174
H 1.498 1.906 2.911
H -0.209 1.517 2.859
H 1.246 4.234 2.144
H 0.698 5.746 0.244
H -0.316 4.777 -1.821
H -0.739 2.325 -1.892
H 4.758 -0.221 3.341
C -6.942 1.217 -0.600
C -5.495 0.870 -0.840
C -4.596 0.751 0.213
C -3.268 0.385 0.012
C -2.375 0.257 1.225
C -2.830 0.126 -1.296
Te -1.009 -0.921 -1.623
C -3.705 0.281 -2.382
C -3.310 0.035 -3.824
C -5.024 0.650 -2.126
H -7.133 1.416 0.453
H -7.590 0.396 -0.911
H -7.235 2.098 -1.173
H -4.942 0.933 1.227
H -2.849 0.710 2.095
H -1.423 0.760 1.044
H -2.176 -0.793 1.452
H -2.238 0.111 -3.981
H -3.804 0.755 -4.478
H -3.618 -0.965 -4.143
H -5.707 0.750 -2.966
C 1.169 -4.274 -2.243
Ge 1.205 -3.571 -0.434
C 2.609 -4.420 0.617
C -0.484 -3.946 0.456
C 1.710 -1.658 -0.494
H 1.005 -5.353 -2.181
H 2.108 -4.093 -2.768
H 0.350 -3.829 -2.809
H 2.492 -5.506 0.549
H 2.531 -4.140 1.671
H 3.607 -4.160 0.256
H -0.406 -4.938 0.911
H -1.308 -3.954 -0.258
H -0.711 -3.224 1.243
H 2.796 -1.613 -0.664
```

Properties
Multiplicity ... 1
E_HOMO (spin up / spin down) ... -10.47 / -10.47 eV
Charge ... +1